Entry 1:
{
  "formula": "C4H10N",
  "method": "wB97M-V/def2-TZVPD",
  "elements": ["C", "C", "C", "H", "H", "H", "H", "C", "N", "H", "H", "H", "H", "H", "H"],
  "xyz": [[-1.62898, 0.11025, -1.93127], [-1.51568, 1.01789, -1.13113], [-1.37943, 2.10914, -0.16913], [-1.72902, -0.69427, -2.64026], [-1.61782, 1.75529, 0.84801], [-2.06626, 2.93344, -0.42486], [-0.34698, 2.49724, -0.17364], [1.20567, -1.17817, 1.43949], [1.36675, -1.25471, -0.04656], [2.04086, -1.69395, 1.94253], [0.26045, -1.65593, 1.74758], [1.19198, -0.12587, 1.76976], [2.25691, -0.80538, -0.34207], [1.38024, -2.24533, -0.36294], [0.58135, -0.76960, -0.52554]],
  "atomic_forces_ev_per_a": [[0.371, 0.554, 0.786], [0.040, -1.157, -0.839], [0.011, 0.222, 0.214], [-0.084, 0.419, 0.234], [0.034, 0.204, -0.383], [0.310, -0.328, 0.137], [-0.430, -0.048, -0.006], [-0.111, 0.036, 1.102], [0.200, -0.099, -0.329], [-0.343, 0.218, -0.438], [0.432, 0.206, -0.379], [0.027, -0.472, -0.385], [-0.670, -0.359, 0.109], [0.001, 0.756, 0.132], [0.212, -0.153, 0.044]],
  "mulliken_charge": [-0.2764, 0.1882, -1.0851, 0.3655, 0.2955, 0.3009, 0.2901, -0.7510, -0.2368, 0.3444, 0.3332, 0.3174, 0.3946, 0.3938, 0.1255],
  "total_energy_ev": -5791.671,
  "spin_multiplicity": 1,
  "largest_force_ha_per_bohr": 0.02780,
  "gap_ev": 9.77,
  "e_lumo_ev": -3.847,
  "charge": 1
}

Entry 2:
{
  "formula": "C3H7N3OS",
  "method": "wB97M-V/def2-TZVPD",
  "elements": ["C", "C", "C", "H", "H", "H", "H", "H", "H", "H", "N", "N", "N", "O", "S"],
  "xyz": [[0.42758, -0.18147, 0.59970], [-0.91959, 0.28756, 0.04571], [1.63813, 0.62023, 0.01260], [1.19321, -2.00530, 0.89361], [0.93192, -1.81623, -0.61871], [0.30911, 0.07753, 1.71962], [-2.52546, -0.40253, -1.29431], [-1.51644, -1.60772, -0.45073], [-1.91933, 1.84457, -0.33630], [0.27569, 1.94016, -0.05613], [0.55691, -1.56038, 0.30410], [-1.77108, -0.61320, -0.60626], [-1.12798, 1.55878, 0.19007], [1.38528, 1.90362, -0.09883], [3.06206, -0.04563, -0.30414]],
  "atomic_forces_ev_per_a": [[-0.629, -0.085, 0.043], [-1.226, 0.200, -1.169], [-1.236, 1.792, 0.701], [1.047, -0.717, 1.399], [-0.312, 0.994, 0.306], [0.694, -0.785, -1.595], [1.177, 0.168, 1.311], [-0.200, 1.147, -0.362], [-1.018, 0.615, -0.284], [1.404, 0.779, 0.432], [-0.940, -1.600, -0.469], [1.067, -0.303, 0.582], [0.787, -0.964, -0.415], [-1.463, -0.644, -0.295], [0.849, -0.596, -0.185]],
  "mulliken_charge": [0.2440, 0.2328, 0.1831, 0.2518, 0.2425, 0.3232, 0.2194, 0.2747, 0.1969, 0.4994, -0.7560, -0.3946, -0.5935, -0.5864, -0.3374],
  "total_energy_ev": -20577.073,
  "spin_multiplicity": 1,
  "largest_force_ha_per_bohr": 0.04447,
  "gap_ev": 9.04,
  "e_lumo_ev": 0.567,
  "smiles": "[H]/N=C(\\N)[C@@H](N)C(O)=S",
  "charge": 0
}

Entry 3:
{
  "formula": "C16H12AlBrN3O7",
  "method": "wB97M-V/def2-TZVPD",
  "elements": ["C", "C", "C", "H", "C", "C", "H", "H", "H", "H", "Al", "Br", "C", "C", "C", "H", "C", "C", "H", "H", "H", "H", "O", "N", "O", "C", "C", "C", "C", "O", "C", "C", "N", "O", "O", "N", "O", "O", "H", "H"],
  "xyz": [[-0.09258, -2.42544, -1.24562], [0.94929, -2.15896, -0.31870], [0.36824, -2.08733, 0.98369], [2.01380, -2.10555, -0.53557], [-1.03539, -2.28143, 0.84052], [-1.30961, -2.49771, -0.52909], [-2.27542, -2.76511, -0.94763], [0.04269, -2.62518, -2.30558], [0.92169, -2.06732, 1.92119], [-1.74428, -2.35494, 1.66249], [-0.28190, 0.23503, -0.33078], [-0.59788, 0.65745, -2.50382], [-3.24705, 1.84762, -4.56556], [-4.14352, 0.74017, -4.49826], [-3.58234, -0.32848, -5.26223], [-5.09293, 0.71788, -3.97096], [-2.34092, 0.12114, -5.80343], [-2.13150, 1.46508, -5.37145], [-1.27989, 2.08959, -5.62154], [-3.39156, 2.81785, -4.10018], [-4.02841, -1.30709, -5.41698], [-1.67739, -0.45155, -6.44520], [1.73591, 1.62967, 6.56087], [2.57387, 1.16217, 5.76676], [3.71803, 0.80921, 6.12097], [2.22433, 1.00498, 4.37555], [0.94728, 1.36830, 3.90570], [0.59044, 1.21745, 2.54633], [1.58917, 0.75291, 1.63712], [1.30173, 0.58380, 0.36430], [2.87989, 0.39312, 2.11401], [3.17262, 0.47477, 3.48245], [3.83977, -0.26067, 1.22983], [4.89609, -0.66236, 1.76458], [3.61735, -0.41173, 0.01736], [-0.75048, 1.51246, 2.14876], [-1.51029, 2.07207, 2.94615], [-1.23073, 1.19691, 0.92974], [0.21789, 1.76372, 4.60096], [4.14398, 0.15749, 3.85322]],
  "atomic_forces_ev_per_a": [[0.279, 0.007, 0.349], [-0.363, -0.173, 0.067], [-0.323, -0.067, -0.476], [-0.375, 0.088, -0.010], [0.389, 0.202, 0.193], [-0.138, 0.219, -0.157], [0.130, 0.221, 0.056], [-0.084, 0.263, 0.214], [-0.191, 0.277, -0.197], [0.111, 0.137, -0.243], [0.229, -1.624, 1.823], [-0.166, 0.392, -0.064], [-2.683, -1.610, 0.815], [0.884, 2.010, 0.237], [0.515, 0.652, -0.076], [0.294, 0.012, -0.089], [0.605, 1.654, 0.224], [0.504, -2.636, -1.516], [-0.152, -0.163, 0.081], [0.029, -0.263, -0.039], [0.117, 0.213, 0.066], [-0.146, 0.143, 0.235], [1.148, -0.681, -1.440], [0.632, 0.018, 1.909], [-1.749, 0.564, -0.558], [-0.069, -0.296, -1.972], [-0.217, 0.091, -0.258], [0.240, -0.042, 0.956], [-0.380, -0.539, -1.628], [0.321, 0.997, 0.638], [-1.074, 0.015, 0.759], [0.064, 0.407, 0.401], [1.524, -0.808, -1.116], [-1.464, 0.585, -0.575], [0.346, 0.484, 2.234], [1.691, -0.340, 0.247], [-0.464, 0.163, 0.240], [0.253, -0.568, -1.054], [0.016, -0.075, -0.111], [-0.280, 0.071, -0.166]],
  "mulliken_charge": [-0.8884, -0.4144, -0.2738, 0.4379, -0.7563, -0.4899, 0.4294, 0.4973, 0.4913, 0.3957, 0.4334, -0.1945, -0.3358, -0.4113, -0.3325, 0.3789, -0.3909, -0.4993, 0.4274, 0.3732, 0.4065, 0.3695, -0.6196, 0.9939, -0.6231, -0.4624, -0.3611, 0.0406, 1.3404, -0.6095, -0.6724, -0.2095, 1.0303, -0.6557, -0.5801, 0.8361, -0.7639, -0.4962, 0.5711, 0.5879],
  "total_energy_ev": -112223.631,
  "spin_multiplicity": 1,
  "largest_force_ha_per_bohr": 0.06287,
  "gap_ev": [6.49, 4.65],
  "e_lumo_ev": [1.621, 0.134],
  "charge": -1
}

Entry 4:
{
  "formula": "C2H6O2Tl",
  "method": "wB97M-V/def2-TZVPD",
  "elements": ["Tl", "C", "C", "O", "O", "H", "H", "H", "H", "H", "H"],
  "xyz": [[-14.88106, 5.13022, 20.86408], [-16.51267, 4.98588, 23.35128], [-16.85095, 6.35595, 22.72012], [-16.73521, 6.19574, 21.36576], [-15.25352, 4.49946, 22.86510], [-17.34099, 4.29630, 23.18862], [-16.37439, 5.13602, 24.42199], [-16.16251, 7.09521, 23.12958], [-17.86078, 6.65021, 23.00604], [-17.51433, 6.58643, 20.96335], [-15.12747, 3.63152, 23.25547]],
  "atomic_forces_ev_per_a": [[-0.007, -0.277, -0.936], [-1.780, -0.070, 0.361], [0.841, 0.261, 2.933], [0.912, 0.578, -1.044], [-0.331, 1.508, 0.518], [0.301, -0.514, -0.207], [0.336, 0.288, 0.614], [0.248, 0.325, -0.345], [-0.444, -0.332, 0.006], [-0.872, 0.102, -1.841], [0.797, -1.870, -0.059]],
  "mulliken_charge": [1.7324, -0.1871, -0.3425, -0.3922, -0.3507, 0.4166, 0.3737, 0.3648, 0.4632, 0.4506, 0.4711],
  "total_energy_ev": -10916.262,
  "spin_multiplicity": 1,
  "largest_force_ha_per_bohr": 0.05955,
  "gap_ev": 5.35,
  "e_lumo_ev": -21.638,
  "charge": 3
}

- Which value of charge does entry 3 give?
  -1

- What is the formula in the first record?
  C4H10N